Molecular formula: C43H113N7O13
Method: DFT, ωB97M-V/def2-TZVPD

Structure (SMILES): COC[C@H](C)N.COC[C@H](C)N.COC[C@H](C)N.COC[C@H](C)N.COCCNCCOC.COCCNCCOC.COCCNCCOC.CC(C)O.CC(C)O.CC(C)O
E_tot, eV: -83463.02625
E_HOMO, eV: -8.4463
Energy above the lowest of the compared OMol25 structures with the same formula, charge and spin, kcal/mol: 60.23
Maximum force, eV Å⁻¹: 2.08
Kohn-Sham gap, Ha: 0.3249
Spin multiplicity: 1

```
176
Properties=species:S:1:pos:R:3:forces:R:3
C -2.3762 -19.4450 -22.2789 0.709 -0.453 -0.160
O -3.7402 -19.1518 -22.2744 -0.945 -0.566 -0.304
C -4.0956 -17.7943 -22.2223 0.391 0.711 0.452
C -3.7430 -16.9829 -23.4687 0.532 0.567 0.069
C -4.0307 -15.5058 -23.3128 0.645 0.749 -0.018
N -4.3727 -17.4857 -24.6916 0.574 -0.966 0.583
H -1.9977 -19.6053 -23.2964 0.082 0.506 -0.027
H -2.1856 -20.4092 -21.7991 -0.420 0.084 0.236
H -1.7798 -18.7022 -21.7386 -0.022 0.132 -0.175
H -5.1728 -17.6984 -22.0606 -0.022 -0.415 0.045
H -3.5979 -17.3845 -21.3308 -0.045 0.383 -0.144
H -2.6568 -17.0560 -23.6260 -0.074 -0.219 0.006
H -3.5697 -15.0507 -22.4292 -0.597 -0.436 0.503
H -5.0970 -15.2964 -23.4090 0.026 0.177 0.279
H -3.4910 -14.9162 -24.0601 -0.400 -0.307 -0.546
H -4.1876 -18.4868 -24.5822 -0.455 0.017 -0.742
H -5.3829 -17.3716 -24.6701 0.034 0.050 0.174
C 0.8753 -16.5034 -27.1550 1.030 1.033 -1.356
O -0.2408 -16.4619 -28.0245 -0.395 -0.364 1.447
C -1.4962 -16.5801 -27.3518 -0.605 0.114 -1.261
C -2.3078 -15.2842 -27.5276 0.587 -0.216 0.884
C -1.6708 -14.0858 -26.8286 0.165 0.001 1.005
N -3.6379 -15.4715 -26.9285 0.328 0.375 -0.541
H 1.6879 -16.3326 -27.8744 0.284 -0.673 0.380
H 0.9996 -17.4288 -26.5923 -0.146 -0.096 -0.092
H 1.0097 -15.6283 -26.5049 -0.750 -0.125 0.305
H -2.0740 -17.3529 -27.8727 0.105 -0.073 -0.108
H -1.4720 -16.9460 -26.3201 0.543 0.423 0.203
H -2.2914 -15.1129 -28.6045 -0.633 0.128 -0.028
H -2.4103 -13.2956 -26.6955 0.053 0.118 -0.419
H -0.7380 -13.6883 -27.2283 -0.148 -0.123 -0.448
H -1.4156 -14.3590 -25.7941 -0.058 -0.188 -0.006
H -3.5071 -15.9825 -26.0576 -0.420 -0.092 -0.222
H -4.2376 -16.0262 -27.5258 0.037 -0.158 0.101
C 0.6648 -8.1405 -23.5030 -0.961 -1.143 -0.306
O 1.9675 -8.2249 -24.0086 0.495 0.586 0.802
C 2.5362 -6.9630 -24.3273 -0.096 -0.269 -1.081
C 4.0566 -7.0549 -24.3288 0.171 -1.108 0.576
C 4.6063 -8.0700 -25.3272 -0.151 0.305 -0.309
N 4.5458 -7.4017 -22.9651 -0.667 0.759 -0.041
H -0.0957 -8.2283 -24.2958 0.194 0.500 -0.118
H 0.4527 -7.2558 -22.8973 0.234 -0.002 0.042
H 0.4808 -9.0598 -22.9324 0.149 0.270 0.286
H 2.1246 -6.7097 -25.3149 0.295 0.401 -0.022
H 2.2814 -6.1488 -23.6382 -0.402 -0.295 0.253
H 4.4148 -6.0468 -24.5454 0.198 -0.063 -0.141
H 4.2106 -9.0760 -25.1841 -0.258 0.113 0.166
H 5.6893 -8.1659 -25.2683 0.025 0.278 0.052
H 4.3268 -7.7379 -26.3297 0.123 -0.184 -0.094
H 4.0713 -6.7104 -22.3795 0.494 -0.050 0.307
H 4.0995 -8.2644 -22.6592 0.076 -0.151 -0.358
C -4.6488 -6.6706 -24.2989 -0.018 1.260 0.910
O -4.2478 -6.7880 -25.6405 -0.410 -0.659 -0.168
C -4.6926 -5.7473 -26.4697 0.283 1.354 -0.030
C -4.6915 -6.1223 -27.9291 1.001 -1.331 -0.591
C -3.3419 -6.7044 -28.4276 -0.628 -0.154 0.263
N -5.1834 -5.0136 -28.7420 0.770 0.997 0.074
H -4.9362 -5.6399 -24.0488 0.014 0.109 -0.299
H -3.8135 -6.8488 -23.6224 0.054 -0.564 -0.173
H -5.5171 -7.2557 -23.9896 0.117 -0.480 -0.423
H -5.6762 -5.3380 -26.2124 -0.153 -0.440 0.166
H -4.0048 -4.8944 -26.3353 0.046 0.077 -0.043
H -5.3274 -7.0077 -28.0367 -0.556 0.346 0.031
H -3.0065 -7.4740 -27.7304 0.010 -0.069 -0.094
H -2.5144 -6.0110 -28.5816 -0.204 0.300 0.028
H -3.6239 -7.1788 -29.3693 0.553 -0.070 -0.149
H -4.5394 -4.2389 -28.5442 -0.464 0.132 0.483
H -4.9287 -5.0956 -29.7262 -0.430 -0.880 0.019
C -9.1995 -4.9209 -19.7059 -1.346 -0.307 0.296
O -9.0480 -5.5809 -18.4529 0.965 -0.040 -0.711
C -7.7175 -5.3886 -18.0174 0.554 0.998 1.450
C -7.4570 -6.1297 -16.7203 -0.912 -0.317 0.231
N -7.5895 -7.5659 -16.9001 0.683 -0.644 1.075
C -6.3113 -8.2671 -16.9615 0.348 0.424 -1.415
C -6.4796 -9.5967 -17.7056 -1.018 -0.064 0.612
O -5.4375 -10.5185 -17.5783 0.267 -0.312 0.247
C -4.2222 -10.1302 -18.1592 0.898 -0.301 0.075
H -9.2788 -3.8396 -19.5724 0.558 0.126 -0.020
H -10.1798 -5.2067 -20.0917 0.086 -0.207 -0.055
H -8.4420 -5.2241 -20.4264 0.199 0.166 0.010
H -7.5534 -4.3221 -17.8045 -0.101 0.146 -0.150
H -6.9237 -5.6533 -18.7246 -0.409 -0.363 -0.489
H -8.1235 -5.7995 -15.9132 -0.390 0.090 -0.387
H -6.4889 -5.8748 -16.2838 0.294 -0.163 -0.523
H -8.2128 -7.8383 -17.6437 -0.044 0.260 -0.132
H -5.8215 -8.4134 -15.9960 -0.432 -0.169 0.236
H -5.6167 -7.6262 -17.5293 0.256 -0.160 -0.045
H -6.7785 -9.4549 -18.7537 0.366 0.293 -0.107
H -7.3464 -10.0866 -17.2482 0.049 -0.068 0.037
H -3.7612 -9.2829 -17.6358 -0.373 0.446 -0.408
H -4.2962 -10.0235 -19.2460 -0.050 0.492 0.048
H -3.4642 -10.9033 -17.9994 -0.435 -0.392 0.022
C -0.2521 -13.5381 -19.3610 0.557 -0.988 -0.033
O -1.1305 -12.9260 -20.2634 -0.363 0.354 -0.233
C -0.8446 -12.9889 -21.6676 1.156 -0.581 0.636
C 0.4132 -12.2577 -22.1224 -0.579 1.690 0.206
N 1.6887 -12.8189 -21.7454 0.151 -0.052 -0.192
C 2.8693 -12.0195 -22.1244 0.017 -0.894 0.140
C 3.0413 -10.7190 -21.3667 0.471 0.004 -0.361
O 3.0093 -10.9716 -19.9846 -0.703 0.402 0.149
C 3.5096 -9.9166 -19.1555 0.918 -1.046 -0.389
H 0.0878 -14.5379 -19.6692 0.038 0.182 -0.556
H -0.7641 -13.7832 -18.4293 -0.165 0.720 0.059
H 0.6423 -12.9296 -19.2001 -0.100 0.026 0.385
H -1.7249 -12.5425 -22.1183 0.016 -0.109 -0.276
H -0.6730 -14.0276 -21.9754 -0.533 -0.179 0.057
H 0.3425 -11.2203 -21.7494 -0.196 0.036 -0.093
H 0.3166 -12.1502 -23.2086 0.302 -0.274 -0.059
H 1.7676 -12.8073 -20.7339 -0.244 -0.340 -0.044
H 2.9681 -11.8007 -23.1901 -0.488 -0.147 -0.081
H 3.6615 -12.7367 -21.8951 0.481 0.525 0.049
H 2.2717 -10.0002 -21.6793 0.037 0.114 0.177
H 4.0261 -10.3200 -21.6486 -0.061 0.141 -0.028
H 2.9053 -9.8831 -18.2556 0.001 0.192 0.057
H 3.6245 -8.9421 -19.6329 -0.599 0.000 -0.216
H 4.5332 -10.2349 -18.9349 0.014 0.281 0.524
C -12.2787 -8.9331 -26.7899 -1.057 0.741 -0.174
O -12.4951 -7.9895 -27.8423 0.803 -0.683 0.090
C -11.5465 -8.1727 -28.8815 0.021 0.721 0.102
C -10.0529 -7.8967 -28.5454 -1.475 0.076 -0.050
N -9.3186 -9.0746 -28.2187 1.315 -1.538 -0.481
C -7.8797 -8.9256 -28.2695 1.150 0.484 0.562
C -7.1027 -10.0789 -27.6463 -1.774 -0.199 0.341
O -7.5951 -10.2475 -26.3143 0.882 0.790 0.072
C -6.9510 -11.2713 -25.6049 -1.443 -1.219 0.702
H -12.0295 -9.9118 -27.2026 0.139 -0.076 0.157
H -13.2464 -8.9730 -26.2860 0.147 -0.298 0.165
H -11.5495 -8.5726 -26.0603 0.277 -0.150 -0.157
H -11.8460 -7.4598 -29.6514 -0.050 0.078 0.073
H -11.6281 -9.1648 -29.3373 0.045 -0.173 0.203
H -9.9477 -7.1435 -27.7513 -0.207 0.350 -0.318
H -9.7572 -7.4918 -29.5154 0.908 0.018 0.281
H -9.4790 -9.4877 -27.3081 -0.648 0.349 0.034
H -7.5497 -8.0436 -27.6939 -0.080 0.224 -0.124
H -7.4368 -8.8181 -29.2647 -0.560 0.138 -0.271
H -6.0410 -9.8339 -27.6420 0.146 -0.275 -0.127
H -7.3828 -10.9975 -28.1740 0.643 -0.107 -0.283
H -7.2607 -11.2235 -24.5571 0.209 0.567 0.019
H -5.8640 -11.3548 -25.6338 0.041 0.432 -0.471
H -7.4223 -12.2246 -25.8896 0.570 -0.181 -0.396
C -7.1528 -15.3364 -19.3468 1.139 -0.357 -0.316
C -7.2833 -13.8665 -19.0060 -0.449 0.009 0.907
C -6.9303 -12.9672 -20.1992 -1.401 0.769 1.261
O -8.6246 -13.6601 -18.5317 -1.032 0.296 -1.293
H -7.7969 -15.6934 -20.1530 -0.420 0.495 0.110
H -7.2973 -16.0012 -18.4963 0.004 0.131 0.096
H -6.1472 -15.4990 -19.7580 0.055 -0.131 0.310
H -6.7287 -13.5320 -18.1220 0.973 -0.610 -0.450
H -6.8369 -11.9498 -19.8072 0.514 -0.021 -0.050
H -7.8363 -12.8623 -20.8027 0.310 -0.547 -0.555
H -6.0272 -13.2731 -20.7136 -0.095 -0.054 -0.201
H -8.6903 -13.4805 -17.5971 0.458 0.052 0.187
C -1.5458 -7.6521 -20.0249 0.067 0.451 -1.409
C -0.6984 -8.9061 -19.9741 -0.501 -1.408 0.235
C -0.2789 -9.3963 -18.5987 0.709 0.346 1.072
O -1.5105 -10.0066 -20.4903 -0.010 0.811 -0.078
H -2.5135 -7.7677 -19.5423 0.093 -0.012 0.201
H -1.7251 -7.4451 -21.0896 -0.466 -0.461 -0.019
H -1.0809 -6.6891 -19.8018 0.356 -0.401 0.927
H 0.1273 -8.8525 -20.6871 0.406 0.438 0.387
H -1.1137 -9.5125 -17.9029 -0.277 0.430 -0.255
H 0.4649 -8.7590 -18.1089 -0.161 0.235 -0.110
H 0.1782 -10.3917 -18.5516 0.102 0.004 -0.743
H -1.0374 -10.7955 -20.1944 -0.507 -0.394 -0.224
C -2.8883 -10.2476 -24.1324 -0.333 -1.067 -0.622
C -4.1415 -10.0937 -23.2630 0.682 -0.264 -0.256
C -4.7487 -11.4145 -22.7874 0.192 -0.071 -0.950
O -3.8703 -9.2569 -22.1634 -0.333 0.706 0.263
H -1.9958 -10.5808 -23.5947 -0.098 0.262 0.374
H -2.6459 -9.3835 -24.7500 -0.088 0.247 0.296
H -3.0748 -11.0684 -24.8372 -0.020 0.090 -0.108
H -4.8985 -9.5997 -23.8772 -0.036 0.190 0.117
H -5.5919 -11.1693 -22.1463 0.198 -0.303 0.392
H -4.0031 -12.0948 -22.3704 -0.076 0.273 0.639
H -5.1414 -11.9858 -23.6334 -0.090 0.162 -0.093
H -2.9986 -9.4507 -21.7999 0.103 -0.328 0.141
```
Forces are in eV/Å.